Entry 1:
{
  "formula": "C30H67FI3N11O20P",
  "method": "ωB97M-V/def2-TZVPD",
  "species": ["C", "C", "C", "C", "C", "C", "C", "N", "C", "C", "C", "F", "C", "O", "C", "N", "P", "C", "O", "C", "C", "I", "C", "C", "C", "C", "I", "C", "C", "I", "H", "H", "H", "H", "H", "H", "H", "H", "H", "H", "H", "H", "H", "H", "H", "H", "H", "H", "H", "H", "H", "H", "H", "H", "H", "H", "H", "H", "H", "H", "H", "H", "H", "H", "H", "H", "H", "H", "H", "H", "C", "N", "O", "O", "H", "H", "H", "C", "N", "O", "O", "H", "H", "H", "C", "N", "O", "O", "H", "H", "H", "C", "N", "O", "O", "H", "H", "H", "C", "N", "O", "O", "H", "H", "H", "C", "N", "O", "O", "H", "H", "H", "C", "N", "O", "O", "H", "H", "H", "C", "N", "O", "O", "H", "H", "H", "C", "N", "O", "O", "H", "H", "H"],
  "coordinates": [[5.337, 1.933, 1.861], [5.288, 0.683, 2.770], [5.288, -0.634, 1.953], [4.032, -1.501, 2.120], [2.728, -0.712, 2.292], [1.576, -1.509, 1.646], [0.210, -1.124, 2.270], [-0.815, -0.557, 1.306], [-0.945, -1.632, 0.242], [-2.156, -1.739, -0.658], [-1.738, -2.636, -1.831], [-3.276, -2.333, -0.095], [-0.211, 0.601, 0.607], [-0.983, 0.905, -0.495], [-0.046, 1.800, 1.516], [-1.365, 2.354, 1.794], [-1.091, 3.460, 3.169], [-0.055, 4.820, 2.477], [-2.492, 4.248, 3.561], [-2.455, 1.375, 2.039], [-3.718, 1.747, 1.148], [-3.627, 3.769, 0.326], [-4.059, 0.870, -0.053], [-5.505, 1.204, -0.552], [-2.090, -0.153, 2.051], [-2.136, -0.666, 3.500], [-1.270, 0.402, 5.128], [-2.699, -1.819, 3.771], [-3.307, -2.715, 2.729], [-2.839, -2.660, 5.724], [6.063, 2.637, 2.259], [5.696, 1.676, 0.871], [4.373, 2.431, 1.770], [4.489, 0.748, 3.504], [6.217, 0.713, 3.332], [5.516, -0.443, 0.918], [6.122, -1.226, 2.322], [3.926, -2.078, 1.200], [4.186, -2.226, 2.917], [2.535, -0.580, 3.356], [2.807, 0.278, 1.844], [1.684, -1.348, 0.575], [1.824, -2.550, 1.826], [-0.156, -2.046, 2.691], [0.441, -0.408, 3.038], [-0.727, -2.623, 0.626], [-0.143, -1.439, -0.452], [-2.472, -0.823, -1.136], [-2.479, -2.569, -2.616], [-1.567, -3.661, -1.521], [-0.827, -2.220, -2.258], [0.776, 0.375, 0.203], [-0.456, 1.428, -1.115], [0.494, 2.537, 0.921], [0.573, 1.623, 2.410], [-0.086, 5.596, 3.235], [0.972, 4.480, 2.395], [-0.461, 5.208, 1.544], [-3.297, 3.768, 3.320], [-2.811, 1.612, 3.045], [-4.606, 1.789, 1.768], [-4.086, -0.200, 0.143], [-3.443, 1.055, -0.922], [-5.471, 1.707, -1.511], [-6.048, 1.845, 0.134], [-6.095, 0.298, -0.656], [-2.969, -0.639, 1.653], [-2.590, -3.131, 2.032], [-4.067, -2.150, 2.196], [-3.845, -3.523, 3.203], [7.921, -3.245, -1.364], [7.163, -2.279, -0.527], [7.742, -1.279, -0.148], [6.004, -2.559, -0.271], [8.927, -2.867, -1.504], [7.927, -4.190, -0.819], [7.404, -3.333, -2.316], [4.672, -5.575, 5.226], [4.748, -4.732, 4.000], [4.071, -5.056, 3.046], [5.489, -3.765, 4.043], [3.981, -6.389, 5.043], [5.671, -5.951, 5.427], [4.325, -4.942, 6.038], [0.514, 2.290, -4.148], [1.333, 2.610, -2.949], [1.289, 1.806, -2.014], [1.983, 3.621, -2.956], [-0.001, 1.353, -3.970], [-0.197, 3.102, -4.292], [1.188, 2.206, -4.996], [-6.992, 3.221, -4.094], [-6.060, 3.716, -5.146], [-5.002, 3.126, -5.276], [-6.425, 4.671, -5.798], [-6.529, 2.373, -3.603], [-7.159, 4.032, -3.392], [-7.918, 2.929, -4.580], [8.655, -4.065, 3.027], [9.088, -4.746, 1.776], [8.250, -4.877, 0.896], [10.236, -5.122, 1.714], [7.612, -3.789, 2.926], [8.796, -4.766, 3.844], [9.279, -3.185, 3.157], [-1.017, 7.014, -3.899], [-1.694, 5.815, -4.469], [-2.900, 5.840, -4.570], [-0.975, 4.885, -4.799], [-1.772, 7.752, -3.654], [-0.481, 6.693, -3.010], [-0.331, 7.390, -4.651], [-4.300, -0.977, -4.226], [-2.928, -0.404, -4.332], [-2.713, 0.654, -3.770], [-2.115, -1.037, -4.977], [-4.908, -0.307, -3.628], [-4.694, -1.065, -5.234], [-4.213, -1.952, -3.756], [1.853, -1.715, -3.664], [2.805, -1.093, -4.626], [3.835, -1.688, -4.862], [2.472, -0.024, -5.104], [2.272, -2.653, -3.316], [1.722, -1.017, -2.839], [0.917, -1.879, -4.192], [-9.264, -0.073, 0.598], [-9.121, 0.645, -0.700], [-9.690, 0.182, -1.667], [-8.437, 1.652, -0.696], [-9.894, -0.942, 0.444], [-8.269, -0.365, 0.921], [-9.717, 0.616, 1.304]],
  "mulliken_charge": [-1.106, -0.619, -0.354, -0.252, -0.489, -1.116, -0.912, 1.731, -1.819, 1.661, -1.527, -0.419, -1.625, 0.565, -2.404, 0.664, 0.238, -0.949, -0.549, -1.132, -2.396, 0.110, 1.123, -2.040, 2.291, -1.761, 0.144, 0.361, -0.815, 0.062, 0.357, 0.318, 0.153, 0.379, 0.501, 0.442, -0.128, 0.505, -0.374, 0.545, -0.017, 0.340, 0.870, 0.580, 0.440, 1.169, 0.221, -0.673, 0.279, 0.479, 0.159, 1.321, -0.189, 1.010, 0.873, 0.407, 0.296, 0.225, 0.335, 1.784, 0.785, -0.471, 0.158, 0.306, 0.594, 0.446, -1.008, 0.074, 0.147, 0.681, -0.874, 0.922, -0.552, -0.466, 0.296, 0.406, 0.290, -0.777, 0.836, -0.498, -0.497, 0.309, 0.284, 0.315, -0.483, 0.760, -0.375, -0.539, 0.117, 0.235, 0.342, -0.474, 0.974, -0.513, -0.552, -0.021, 0.289, 0.310, -0.426, 0.941, -0.611, -0.558, 0.025, 0.284, 0.298, -0.768, 0.894, -0.483, -0.610, 0.313, 0.284, 0.300, -0.664, 0.952, -0.437, -0.550, 0.158, 0.343, 0.271, -0.543, 0.878, -0.552, -0.529, 0.360, 0.067, 0.308, -0.702, 0.902, -0.538, -0.500, 0.317, 0.227, 0.299],
  "gap_ev": 7.4,
  "energy_ev": -125812.591,
  "largest_force_ev_per_a": 2.3,
  "charge": 1,
  "e_lumo_ev": -2.47
}

Entry 2:
{
  "formula": "C30H68Br6N8O8",
  "method": "ωB97M-V/def2-TZVPD",
  "species": ["Br", "C", "C", "Br", "H", "H", "H", "H", "Br", "C", "C", "Br", "H", "H", "H", "H", "Br", "C", "C", "Br", "H", "H", "H", "H", "C", "O", "N", "C", "C", "H", "H", "H", "H", "H", "H", "H", "C", "O", "N", "C", "C", "H", "H", "H", "H", "H", "H", "H", "C", "O", "N", "C", "C", "H", "H", "H", "H", "H", "H", "H", "C", "O", "N", "C", "C", "H", "H", "H", "H", "H", "H", "H", "C", "O", "N", "C", "C", "H", "H", "H", "H", "H", "H", "H", "C", "O", "N", "C", "C", "H", "H", "H", "H", "H", "H", "H", "C", "O", "N", "C", "C", "H", "H", "H", "H", "H", "H", "H", "C", "O", "N", "C", "C", "H", "H", "H", "H", "H", "H", "H"],
  "coordinates": [[-2.615, 0.991, 2.142], [-2.160, 0.934, 4.141], [-1.578, -0.478, 4.566], [-1.387, -0.340, 6.554], [-3.046, 1.224, 4.706], [-1.389, 1.668, 4.372], [-0.599, -0.658, 4.121], [-2.181, -1.370, 4.395], [0.409, 1.748, 3.920], [1.499, 0.189, 4.650], [1.774, -0.949, 3.696], [2.670, -2.415, 4.820], [0.940, -0.266, 5.468], [2.399, 0.640, 5.067], [2.361, -0.666, 2.822], [0.857, -1.419, 3.341], [-2.046, -1.710, -0.311], [-3.485, -0.744, 0.827], [-4.763, -1.636, 0.758], [-5.912, -1.036, 2.270], [-3.508, 0.265, 0.415], [-3.121, -0.745, 1.855], [-4.455, -2.680, 0.710], [-5.256, -1.527, -0.208], [-0.750, -3.626, 3.614], [-1.109, -2.790, 4.431], [-0.534, -3.264, 2.329], [-0.236, -4.277, 1.323], [-0.574, -1.924, 1.814], [-0.614, -4.718, 3.628], [0.777, -4.622, 1.530], [-0.280, -4.039, 0.261], [-1.012, -5.039, 1.394], [0.393, -1.872, 1.314], [-1.423, -1.578, 1.224], [-0.565, -1.219, 2.646], [1.905, 1.879, -3.198], [2.689, 2.031, -4.149], [1.963, 2.394, -1.936], [0.865, 2.271, -0.913], [3.200, 3.146, -1.567], [0.943, 1.353, -3.299], [1.318, 1.869, -0.007], [0.160, 1.502, -1.228], [0.303, 3.180, -0.699], [4.098, 3.038, -2.175], [2.953, 4.200, -1.437], [3.533, 2.802, -0.588], [-0.550, 0.055, -3.027], [0.176, 0.567, -2.232], [-0.518, 0.339, -4.339], [-1.381, -0.326, -5.291], [0.281, 1.426, -4.887], [-1.308, -0.701, -2.767], [-2.094, 0.249, -5.882], [-1.871, -1.162, -4.793], [-0.684, -0.832, -5.959], [-0.023, 2.379, -4.454], [1.330, 1.232, -4.659], [0.278, 1.391, -5.976], [-2.241, 4.468, -0.192], [-2.232, 5.323, -1.033], [-1.547, 4.442, 0.961], [-1.502, 3.225, 1.788], [-0.796, 5.643, 1.410], [-2.855, 3.559, -0.278], [-0.510, 2.773, 1.814], [-2.176, 2.479, 1.368], [-1.557, 3.303, 2.874], [-0.689, 6.396, 0.629], [-1.433, 6.107, 2.163], [0.187, 5.407, 1.817], [1.479, -0.887, 0.475], [2.282, -0.777, 1.398], [0.335, -0.136, 0.450], [-0.588, -0.144, -0.636], [0.015, 0.826, 1.444], [1.579, -1.530, -0.414], [-1.511, -0.410, -0.121], [-0.521, -0.945, -1.373], [-0.824, 0.835, -1.053], [-1.049, 0.807, 1.679], [0.658, 0.741, 2.320], [0.111, 1.840, 1.058], [-2.256, 1.754, -1.455], [-2.455, 1.463, -0.274], [-3.213, 1.780, -2.388], [-2.761, 1.870, -3.774], [-4.610, 1.345, -2.077], [-1.254, 1.820, -1.906], [-2.856, 0.998, -4.421], [-1.710, 2.131, -3.903], [-3.233, 2.748, -4.215], [-5.397, 1.904, -2.584], [-4.703, 0.265, -2.200], [-4.842, 1.410, -1.014], [3.795, -3.971, -0.030], [4.390, -4.968, -0.296], [3.166, -3.916, 1.125], [3.408, -5.082, 2.115], [2.273, -2.803, 1.554], [3.870, -3.025, -0.588], [2.759, -5.026, 2.989], [4.396, -5.079, 2.577], [3.276, -5.982, 1.514], [2.939, -2.205, 2.177], [1.968, -2.162, 0.727], [1.417, -3.139, 2.139], [2.536, -2.051, -1.961], [2.331, -2.316, -0.753], [3.228, -0.964, -2.375], [3.831, 0.129, -1.468], [3.521, -0.887, -3.817], [2.295, -2.583, -2.894], [4.851, -0.110, -1.168], [3.076, 0.168, -0.683], [3.747, 1.096, -1.964], [4.390, -0.233, -3.895], [3.537, -1.765, -4.462], [2.629, -0.302, -4.042]],
  "mulliken_charge": [0.178, -0.868, 0.573, -0.126, 0.633, 0.381, -1.138, 0.661, -0.274, -0.542, -0.268, -0.157, 0.454, 0.527, 0.913, 0.374, -0.748, 0.034, -0.950, -0.202, 0.334, -0.029, 0.477, 0.455, -0.446, -0.512, 0.791, -1.008, -0.072, 0.303, 0.537, 0.035, 0.533, 0.034, -0.114, -1.432, 0.927, -0.664, 0.285, -1.738, -1.197, -0.996, 0.837, -0.054, 1.013, 0.335, 0.304, 0.474, 0.253, -0.169, 0.777, -1.437, -1.022, 0.417, 0.480, 0.389, 0.438, 0.289, 0.315, 0.510, 0.014, -0.673, 0.275, -0.738, -1.143, 0.686, 0.055, 0.495, 0.510, 0.366, 0.384, 0.303, -1.052, -0.854, 1.495, -1.205, -0.510, -0.029, 0.473, 1.072, -1.456, 0.309, -0.965, 1.872, -0.633, -0.167, 0.336, -1.644, -1.077, 0.265, 0.494, 0.378, 0.486, 0.347, 0.433, 0.309, 0.011, -0.712, 0.063, -0.960, -0.174, 0.345, 0.347, 0.262, 0.321, 0.267, 0.385, -0.089, 0.268, -0.688, 0.235, -0.093, -1.608, 0.285, 0.486, -0.054, 0.220, 0.315, 0.344, 0.907],
  "gap_ev": 6.0,
  "energy_ev": -480725.432,
  "largest_force_ev_per_a": 19.7,
  "e_above_lowest_kcal_mol": 940.4,
  "e_lumo_ev": -0.28
}